1.
11
Properties=species:S:1:pos:R:3 method="wB97M-V/def2-TZVPD" energy_ev=-6290.0946 de_lowest_kj_mol=175.9 orbital_gap_ev=10.452 max_force_ha_per_bohr=0.01367 homo_ev=-9.3
C -1.1683 -0.5089 -0.0880
C 0.0169 -0.1113 0.7375
C 1.3011 -0.1637 -0.1132
O 0.7521 0.7161 -1.1140
C -0.4443 0.7855 -0.3752
H -2.1476 -0.2381 0.3000
H -1.1775 -1.4665 -0.6056
H 0.0222 0.0014 1.8147
H 1.6337 -1.0934 -0.5886
H 2.1377 0.3098 0.4119
H -0.9652 1.7379 -0.3571

---

2.
13
Properties=species:S:1:pos:R:3 method="wB97M-V/def2-TZVPD" energy_ev=-9375.0347 smiles="C=C=C(C=O)CO" de_lowest_kj_mol=198.8 orbital_gap_ev=10.201 max_force_ha_per_bohr=0.00890 homo_ev=-10.0
C 0.1473 1.3367 2.2784
C 0.0514 0.7252 1.1322
C -0.0469 0.0068 0.0355
C 0.4275 -1.3907 0.1561
O 0.2152 -2.2492 -0.6775
C -0.7062 0.4406 -1.2676
O -0.0716 -0.0996 -2.3968
H -0.6501 1.2589 3.0139
H 1.0180 1.9344 2.5341
H 0.9904 -1.6181 1.0820
H -1.7711 0.1613 -1.2305
H -0.6549 1.5285 -1.3620
H -0.0900 -1.0630 -2.2808

---

3.
21
Properties=species:S:1:pos:R:3 method="wB97M-V/def2-TZVPD" total_charge=+2 energy_ev=-9384.7224 de_lowest_kj_mol=177.8 orbital_gap_ev=11.166 max_force_ha_per_bohr=0.08457 homo_ev=-18.3
C 0.7609 1.1035 -0.3180
C -0.3114 0.5030 -1.2061
C -0.2870 -1.0425 -1.5221
C -1.0298 -1.9597 -0.9791
N -0.8493 -3.3913 -0.6292
N 0.5157 0.8989 1.1333
H 0.7439 2.2199 -0.4298
H 1.8424 0.8174 -0.5934
H -0.1556 1.0329 -2.1418
H -1.3677 0.7829 -0.9216
H 0.7022 -1.2732 -1.8858
H -2.1330 -1.8576 -1.0633
H -1.4389 -3.7120 0.1493
H 0.1472 -3.7946 -0.4292
H -1.0412 -3.9512 -1.4723
H -0.4447 0.7480 1.3484
H 0.8875 1.6782 1.7517
H 0.9393 0.0230 1.5499
H 0.1667 3.6441 3.0352
H 1.5350 4.0908 2.3524
O 0.8179 3.4395 2.2714